{"formula": "C23H34N4O3", "method": "ωB97M-V/def2-TZVPD", "symbols": ["C", "C", "C", "C", "C", "N", "C", "O", "N", "C", "C", "C", "C", "O", "N", "C", "C", "N", "C", "C", "C", "C", "C", "C", "C", "C", "C", "C", "C", "O", "H", "H", "H", "H", "H", "H", "H", "H", "H", "H", "H", "H", "H", "H", "H", "H", "H", "H", "H", "H", "H", "H", "H", "H", "H", "H", "H", "H", "H", "H", "H", "H", "H", "H"], "coordinates": [[-6.617, -3.601, 0.191], [-7.615, -2.510, -0.182], [-7.539, -1.283, 0.730], [-6.154, -0.646, 0.829], [-5.632, -0.161, -0.521], [-4.305, 0.427, -0.382], [-4.239, 1.794, -0.189], [-5.216, 2.505, -0.155], [-2.975, 2.311, -0.047], [-1.817, 1.574, -0.072], [-0.568, 2.168, 0.076], [0.584, 1.398, 0.035], [1.884, 2.125, 0.217], [1.939, 3.194, 0.796], [2.953, 1.537, -0.354], [4.305, 2.000, -0.174], [5.119, 0.925, 0.567], [4.878, -0.371, -0.047], [4.821, -1.522, 0.853], [3.852, -1.316, 2.018], [6.212, -1.934, 1.350], [7.096, -2.282, 0.156], [7.141, -1.105, -0.815], [5.733, -0.620, -1.206], [5.054, -1.572, -2.194], [0.488, 0.013, -0.132], [-0.748, -0.579, -0.271], [-1.910, 0.191, -0.252], [-3.224, -0.442, -0.405], [-3.386, -1.636, -0.551], [-6.716, -3.863, 1.242], [-5.596, -3.280, 0.005], [-6.802, -4.494, -0.402], [-7.454, -2.211, -1.219], [-8.628, -2.914, -0.117], [-8.250, -0.534, 0.372], [-7.848, -1.575, 1.737], [-6.208, 0.209, 1.507], [-5.445, -1.363, 1.244], [-6.292, 0.603, -0.935], [-5.536, -0.997, -1.216], [-2.922, 3.311, 0.096], [-0.475, 3.233, 0.228], [2.894, 0.603, -0.732], [4.744, 2.209, -1.155], [4.272, 2.925, 0.404], [6.179, 1.216, 0.567], [4.778, 0.899, 1.600], [4.423, -2.342, 0.243], [4.309, -0.752, 2.828], [3.561, -2.285, 2.416], [2.956, -0.795, 1.690], [6.125, -2.792, 2.020], [6.656, -1.109, 1.913], [6.695, -3.165, -0.346], [8.108, -2.523, 0.489], [7.691, -1.377, -1.717], [7.678, -0.280, -0.338], [5.841, 0.342, -1.720], [5.034, -2.594, -1.829], [5.593, -1.561, -3.138], [4.031, -1.250, -2.377], [1.371, -0.609, -0.131], [-0.850, -1.646, -0.396]], "largest_force_ha_per_bohr": 0.014, "smiles": "CCCCCn1c(=O)[nH]c2cc(C(=O)NCCN3[C@H](C)CCC[C@H]3C)ccc2c1=O", "e_above_lowest_kcal_mol": 5.20, "molar_mass_g_mol": 414.550, "energy_ev": -36508.845, "gap_ev": 8.685, "homo_energy_ha": -0.3190}